1.
# C40H38Cl5Ge2HgN7O2PS2

A structure of composition C40H38Cl5Ge2HgN7O2PS2 in a non-equilibrium geometry (ωB97M-V/def2-TZVPD, the OMol25 dataset).

```
! RIJCOSX wB97M-V def2-TZVPD def2/J DEFGRID3
* xyz -1 1
Hg 1.20358 -0.90069 0.11447
C -3.57233 -1.95850 3.56214
N -2.43390 -2.06535 2.66612
C -2.12454 -3.18832 1.96987
C -1.02152 -2.89844 1.23063
N -0.64290 -1.60382 1.44311
C -1.51225 -1.11957 2.33907
P -1.61860 0.59488 2.99818
C 0.14933 1.04894 3.30774
N 1.21629 0.54726 2.73141
C 2.28353 1.09965 3.36529
C 1.87557 1.92663 4.35621
N 0.50046 1.87287 4.33777
C -0.36088 2.66281 5.20226
C -2.07266 1.50118 1.45816
N -1.27283 1.70922 0.43893
C -2.04924 2.27568 -0.51044
C -3.33082 2.41564 -0.06286
N -3.34305 1.93524 1.21848
C -4.53658 1.93897 2.05165
H -3.64551 -2.90304 4.10917
H -4.47591 -1.75102 2.97988
H -3.39356 -1.13433 4.24761
H -2.72051 -4.08688 1.96156
H -0.51821 -3.56841 0.54076
H 3.30418 0.84278 3.09121
H 2.43773 2.49498 5.10859
H 0.12562 2.83740 6.17953
H -1.32931 2.16108 5.37950
H -0.55868 3.64368 4.72840
H -1.60416 2.56175 -1.47112
H -4.23452 2.81362 -0.54704
H -5.41681 1.83541 1.46604
H -4.54919 2.84043 2.68633
H -4.53659 1.07422 2.67964
Cl 2.94133 -2.34189 2.64626
C 3.05626 -3.24028 1.11596
C 2.10754 -2.95995 0.16067
C 2.12524 -3.75574 -0.96272
Cl 0.86499 -3.56550 -2.14556
C 3.11101 -4.73545 -1.17759
Cl 3.02668 -5.68966 -2.60497
C 4.08819 -4.94329 -0.21322
Cl 5.28663 -6.11225 -0.46823
C 4.04718 -4.19168 0.97851
Cl 5.29146 -4.44154 2.12514
O -6.21247 0.48919 -0.30196
S -5.55143 -0.79511 -0.11956
O -5.88882 -1.48067 1.10460
N -3.91524 -0.73152 -0.34422
C -3.53807 -1.41350 -1.43611
S -1.96274 -1.53163 -1.93660
C -4.63961 -2.18024 -2.13067
C -4.58696 -2.98107 -3.23918
C -5.76174 -3.48600 -3.76900
C -6.98834 -3.18194 -3.20030
C -7.04034 -2.36656 -2.04621
C -5.85240 -1.85075 -1.54264
H -3.63514 -3.15191 -3.72374
H -5.68607 -4.09140 -4.65736
H -7.91058 -3.52496 -3.59491
H -7.99865 -2.10828 -1.60670
C 3.21466 -1.20962 -3.56046
Ge 2.37275 0.59399 -3.37919
C 0.60420 0.33856 -4.23379
C 3.41908 1.92044 -4.45476
Ge 2.09122 1.07624 -0.98043
C 1.54094 2.92623 -0.71346
C 1.18875 3.75122 -1.74162
C 0.80374 5.09399 -1.49885
C 0.77664 5.62684 -0.22456
C 1.09092 4.76588 0.83125
C 1.45649 3.43398 0.58381
C 3.92704 0.96504 -0.22423
C 4.54855 -0.28045 -0.20849
C 5.77803 -0.50225 0.39854
C 6.45493 0.55911 0.97471
C 5.89113 1.82911 0.94739
C 4.61739 2.02812 0.38594
H 3.55446 -1.39686 -4.56565
H 2.50679 -1.98208 -3.34095
H 4.08004 -1.29210 -2.91788
H 0.70779 -0.23424 -5.14831
H 0.18795 1.30439 -4.58012
H -0.11391 -0.15937 -3.58724
H 3.71044 1.56271 -5.44451
H 4.36911 2.14173 -3.94855
H 2.88489 2.84024 -4.56175
H 1.20134 3.38334 -2.77507
H 0.50515 5.66279 -2.36342
H 0.52257 6.66329 -0.03380
H 1.01993 5.18427 1.81439
H 1.70656 2.80049 1.44182
H 4.04456 -1.12523 -0.64737
H 6.22012 -1.49826 0.34800
H 7.43666 0.38377 1.36991
H 6.42558 2.71573 1.35544
H 4.25436 3.03655 0.41535
*
```

Results
frontier orbital gap	7.24	eV
LUMO level	0.080	Ha

2.
# C40H39BBrFeN9O3PSe2

A structure of composition C40H39BBrFeN9O3PSe2 (ωB97M-V/def2-TZVPD, the OMol25 dataset).

```
! RIJCOSX wB97M-V def2-TZVPD def2/J DEFGRID3
* xyz 0 6
Fe -0.37386 -0.65533 0.87355
C 2.18153 1.86350 -0.28438
C 1.71844 0.79947 -1.22036
C 2.14976 0.61178 -2.53611
C 1.44692 -0.48054 -2.98978
N 0.64337 -0.91027 -2.00452
N 0.80421 -0.12637 -0.90666
B -0.25462 -2.19002 -2.02126
N 0.32045 -3.17510 -0.98565
C 0.75346 -4.44603 -1.07728
C 1.07354 -4.87592 0.18973
C 0.79531 -3.78739 1.03028
C 0.96549 -3.73288 2.51189
N 0.34751 -2.76029 0.31047
N -1.71179 -1.84721 -1.59945
C -2.88317 -2.22942 -2.14206
C -3.90093 -1.82846 -1.30443
C -3.25969 -1.19962 -0.22731
C -3.83672 -0.57661 0.99968
N -1.94565 -1.23015 -0.42330
N -0.29028 -2.69551 -3.46041
C -0.84961 -2.01230 -4.48789
C -0.63790 -2.72746 -5.63824
C 0.08245 -3.86544 -5.21700
C 0.58283 -5.00646 -6.04516
N 0.28942 -3.83412 -3.91176
H 3.19692 2.16167 -0.54783
H 2.16283 1.52936 0.74939
H 1.54552 2.74829 -0.35509
H 2.88582 1.18757 -3.07014
H 1.48821 -0.99117 -3.93651
H 0.79031 -4.93520 -2.03339
H 1.44455 -5.84369 0.47997
H 1.00032 -4.74474 2.91308
H 0.13857 -3.20325 2.97692
H 1.89341 -3.23035 2.79182
H -2.91744 -2.76934 -3.07246
H -4.95779 -1.97562 -1.44333
H -4.92284 -0.53230 0.93144
H -3.45468 0.43733 1.13692
H -3.55682 -1.14010 1.89005
H -1.34640 -1.06980 -4.32406
H -0.95240 -2.47529 -6.63645
H 0.32949 -4.85853 -7.09373
H 0.14184 -5.94781 -5.71691
H 1.66580 -5.10196 -5.96462
Se -0.68271 1.97942 1.86537
P -1.83893 3.05000 0.41785
Se -1.81668 1.86077 -1.39279
C -1.15029 4.69608 0.09050
C -0.57501 5.40347 1.14337
C -0.05541 6.66927 0.92466
C -0.09790 7.22952 -0.34484
C -0.66459 6.52472 -1.39657
C -1.19099 5.25936 -1.18049
C -3.53758 3.31620 0.98900
C -4.63679 2.96136 0.21688
C -5.92069 3.17077 0.70340
C -6.10479 3.73046 1.95734
C -5.00587 4.08179 2.73221
C -3.72484 3.87275 2.25328
H -0.50831 4.95321 2.12622
H 0.39373 7.21339 1.74497
H 0.31953 8.21329 -0.51521
H -0.69418 6.95599 -2.38833
H -1.62435 4.70896 -2.00644
H -4.49379 2.50653 -0.75517
H -6.77478 2.88611 0.10339
H -7.10537 3.88579 2.33911
H -5.14798 4.50678 3.71689
H -2.87090 4.11906 2.87250
Br 5.02075 0.10967 5.87811
C 3.25740 -0.18424 5.24698
C 3.04604 -0.27049 3.88756
C 1.75422 -0.48507 3.40525
C 0.67917 -0.63217 4.28713
C 0.94745 -0.53142 5.65076
C 2.21632 -0.30377 6.15213
C -0.75249 -0.97118 3.89697
O -1.56377 -1.17459 4.78118
O -1.01927 -1.04636 2.63659
H 3.86949 -0.17573 3.19251
H 2.44303 -0.62374 1.57086
H 0.10442 -0.65622 6.31709
H 2.39553 -0.23198 7.21477
O 1.57598 -0.54037 2.05647
N 3.75677 -0.89209 0.45519
C 4.80792 -0.12192 0.17735
C 5.58489 -0.28637 -0.95624
C 5.25231 -1.29635 -1.84541
C 4.16398 -2.10412 -1.56340
C 3.44636 -1.86776 -0.40259
H 5.03158 0.66024 0.89458
H 6.42851 0.36596 -1.13405
H 5.83333 -1.44855 -2.74587
H 3.86056 -2.90235 -2.22684
H 2.58328 -2.47097 -0.15175
*
```

Results
frontier orbital gap (alpha / beta)	8.54 / 5.03	eV
LUMO level (alpha / beta)	0.005 / -0.104	Ha

Relative energy (zero: lowest compared OMol25 entry of this formula, charge and spin) values (in kJ/mol) by entry order: 0.0, 0.0.